# 1
ORCA calculation (ωB97M-V with the def2-TZVPD basis set) on 2 unconnected molecules or ions with the total composition C7H8BrN2O in a non-equilibrium geometry.

Properties
Relative energy (zero: lowest compared OMol25 entry of this formula, charge and spin)   57.1 kJ/mol
HOMO-LUMO gap   8.67 eV

The geometry in ORCA input format:
```
! RIJCOSX wB97M-V def2-TZVPD def2/J DEFGRID3
* xyz 1 1
C 0.481 -1.594 -1.350
C 1.418 -0.690 -1.301
C -0.891 -1.213 -1.101
C -1.154 0.165 -0.955
C -0.130 1.071 -1.017
C 0.647 1.556 2.498
C 0.718 1.622 3.794
N 1.137 0.612 -1.304
N -1.876 -2.101 -0.972
O 0.843 1.413 1.326
Br -2.889 0.955 -0.917
H 0.638 -2.704 -1.719
H 2.446 -0.835 -1.513
H 1.695 1.697 4.284
H -0.242 1.728 4.456
H -0.310 2.141 -1.042
H 1.967 1.212 -1.436
H -1.727 -3.041 -1.123
H -2.772 -1.996 -0.608
*
```

Results of the Löwdin charge analysis, in e, for atoms 1 through 8: 0.0213 -0.0913 -0.2738 -0.5779 -0.1137 -0.2324 0.0163 0.0832


# 2
ORCA calculation (ωB97M-V with the def2-TZVPD basis set) on a molecular structure, C7H8Cl2Pt.

Properties
HOMO-LUMO gap   7.66 eV

The geometry in ORCA input format:
```
! RIJCOSX wB97M-V def2-TZVPD def2/J DEFGRID3
* xyz 2 1
Pt 0.276 -0.352 0.266
C -1.700 0.641 -1.199
C -0.559 0.999 -1.849
C 0.567 1.429 -1.048
C 0.416 1.884 0.293
C -0.759 1.506 0.969
C -1.695 0.710 0.246
H -2.568 0.249 -1.712
H -0.444 0.907 -2.921
H 1.522 1.588 -1.534
H 1.223 2.401 0.796
H -0.906 1.715 2.021
H -2.535 0.292 0.789
Cl 2.193 -1.737 -0.093
C 1.526 -2.961 1.050
Cl -0.154 -2.410 1.399
H 2.104 -2.936 1.969
H 1.492 -3.928 0.559
*
```

Results of the Löwdin charge analysis, in e, for atoms 1 through 8: 0.8598 -0.0208 -0.0203 -0.1315 -0.1027 -0.1026 -0.1249 0.1465


# 3
ORCA calculation (ωB97M-V with the def2-TZVPD basis set) on a gas-phase ion, C7H8ClN2O2 (charge -1) in a non-equilibrium geometry.

Properties
SMILES   O=C([O-])[C@H]1C[C@@](Cl)(C2CC2)N=N1
Relative energy (zero: lowest compared OMol25 entry of this formula, charge and spin)   209.1 kJ/mol
HOMO-LUMO gap   7.67 eV

The geometry in ORCA input format:
```
! RIJCOSX wB97M-V def2-TZVPD def2/J DEFGRID3
* xyz -1 1
C -2.058 -0.659 -1.788
C -0.414 0.927 1.800
C 0.389 -0.171 2.398
C 0.350 0.507 -1.232
C -0.216 -0.724 -1.938
C 0.906 0.624 1.232
C 1.134 -0.068 -0.075
N 0.129 -1.789 -1.199
N 0.713 -1.480 -0.104
O -2.359 0.257 -1.068
O -2.539 -1.525 -2.445
Cl 2.920 0.062 -0.390
H -1.340 0.738 1.119
H -0.357 1.857 2.404
H 0.816 -0.232 3.433
H 0.054 -1.159 1.958
H 0.819 1.245 -1.792
H -0.460 1.024 -0.769
H -0.177 -0.887 -2.949
H 1.689 1.452 1.404
*
```

Results of the Löwdin charge analysis, in e, for atoms 1 through 8: -0.6422 -0.1485 -0.1366 -0.1507 -0.2403 -0.3722 -0.7904 0.0416


E in Ha, matching the order above: -3030.01784; -1310.51840; -991.69895